# 1
The following is a quantum chemistry calculation of C56H39N4O8OsP2S as an isolated structure, from OMol25.

Geometry as XYZ:
```
111
Properties=species:S:1:pos:R:3:forces:R:3
Os 11.474 13.276 13.954 -1.2 -0.6 -0.8
O 14.009 14.539 15.435 0.0 -1.2 -1.7
S 13.633 13.502 14.421 1.6 1.5 0.7
C 14.684 12.162 15.014 0.3 -0.9 0.3
C 15.790 11.730 14.227 0.1 0.1 1.7
C 16.822 10.994 14.773 -0.3 -0.7 0.8
C 16.805 10.687 16.154 0.9 1.1 -0.5
C 17.946 10.172 16.998 -1.5 -0.9 0.1
C 17.449 10.473 18.433 -0.2 0.8 -1.4
C 16.110 11.077 18.292 -0.4 0.1 -0.9
C 15.158 11.399 19.228 -0.1 -0.7 0.2
C 13.882 11.711 18.720 1.4 -0.5 4.3
C 13.605 12.043 17.464 0.0 -0.1 -3.9
P 11.910 12.480 17.136 -0.1 0.0 -3.7
C 11.729 14.189 16.842 -2.0 2.4 0.3
C 12.511 15.161 17.469 1.0 -0.3 -0.8
C 12.256 16.508 17.284 0.5 0.1 1.7
C 11.091 16.918 16.643 1.0 0.8 0.5
C 10.195 16.027 16.143 -0.9 -1.8 -1.3
C 10.501 14.656 16.216 1.2 -0.9 0.5
C 10.747 11.917 18.228 1.1 -1.4 1.3
C 10.771 10.565 18.652 -0.4 0.4 0.0
C 9.855 10.181 19.612 -0.9 2.2 0.7
C 8.953 11.178 20.194 1.8 0.3 -2.3
C 9.052 12.509 19.779 0.8 -1.2 -1.0
C 10.014 12.879 18.821 -2.3 -0.6 1.8
C 14.599 11.763 16.394 -0.7 1.3 1.1
C 15.761 11.200 16.930 0.6 -0.8 -0.3
C 14.288 13.917 12.827 0.5 0.1 -0.7
C 14.983 15.119 12.780 -1.3 -1.0 0.6
C 15.567 15.540 11.605 0.5 -1.8 -0.2
C 15.750 14.640 10.582 -1.2 -0.2 -1.1
C 16.472 14.742 9.268 1.6 -0.2 0.1
C 16.144 13.452 8.494 -2.5 -0.7 0.2
C 15.190 12.641 9.405 1.2 -0.2 0.1
C 14.619 11.389 9.285 -1.2 1.5 1.6
C 13.545 11.192 10.283 0.0 -1.4 -1.3
C 13.365 11.878 11.461 1.5 2.4 -0.9
P 11.816 11.703 12.277 -1.0 -0.2 0.2
C 11.711 10.033 12.867 -0.3 -0.7 1.7
C 12.367 9.743 14.303 -1.3 -0.5 -2.7
C 12.212 8.311 14.673 -1.4 -1.7 -0.3
C 11.534 7.368 13.870 1.6 2.4 1.1
C 11.000 7.719 12.617 0.9 -0.5 0.2
C 11.030 9.061 12.163 -0.5 0.8 -0.4
C 10.517 11.709 11.019 1.7 1.3 -0.1
C 10.815 12.060 9.665 0.8 0.2 2.4
C 9.794 12.130 8.792 -1.6 -0.6 0.0
C 8.508 11.709 9.164 0.6 -0.3 0.9
C 8.249 11.418 10.530 -1.3 0.6 -2.4
C 9.230 11.502 11.477 -0.9 -0.3 -0.5
C 14.168 13.127 11.636 -1.0 -2.4 1.2
C 14.983 13.449 10.566 0.2 0.4 0.5
H 15.978 12.150 13.286 -0.3 0.3 -1.4
H 17.703 10.683 14.248 0.1 0.1 -0.7
H 18.909 10.587 16.727 0.1 0.3 0.0
H 18.043 9.076 16.856 0.0 0.4 0.0
H 18.105 11.157 18.900 0.8 0.7 0.8
H 17.277 9.654 19.055 0.5 -1.7 1.1
H 15.340 11.212 20.297 -0.3 0.4 -0.5
H 13.182 11.682 19.549 -0.7 0.5 -0.5
H 13.481 14.909 17.914 -0.6 -0.1 0.1
H 12.968 17.168 17.860 -1.1 -0.3 -1.2
H 10.899 17.960 16.588 -0.2 0.8 -0.1
H 9.247 16.285 15.617 0.8 0.1 0.7
H 9.743 13.906 15.996 -0.1 0.1 -0.3
H 11.555 9.961 18.188 -0.6 -0.4 0.3
H 9.764 9.206 20.013 0.2 -1.0 0.0
H 8.174 10.907 20.851 -0.6 -0.5 0.8
H 8.372 13.294 19.974 -0.8 0.4 1.1
H 10.030 13.895 18.562 0.2 1.1 -0.4
H 14.948 15.669 13.699 0.4 0.7 0.1
H 16.055 16.436 11.584 1.1 2.4 -0.1
H 17.575 14.812 9.427 -0.7 -0.1 0.1
H 16.248 15.652 8.731 -0.4 0.2 -0.2
H 16.926 12.857 8.102 1.2 -0.4 0.0
H 15.482 13.563 7.627 0.3 0.8 -0.2
H 14.834 10.705 8.464 -0.4 0.2 0.2
H 12.679 10.520 10.011 1.6 0.0 0.4
H 13.383 10.066 14.203 1.3 -0.4 -0.2
H 12.467 8.009 15.702 0.2 0.3 -0.6
H 11.531 6.364 14.239 -0.3 -0.5 -0.1
H 10.796 6.888 11.964 -0.7 0.1 -0.3
H 10.427 9.355 11.237 1.3 -0.7 1.3
H 11.837 12.316 9.320 -0.9 -0.1 0.5
H 10.044 12.489 7.841 -0.2 0.2 -1.6
H 7.770 11.527 8.399 -0.3 0.4 0.1
H 7.207 11.244 10.813 0.4 -0.2 0.0
H 8.826 11.354 12.472 1.1 0.0 0.3
O 11.741 15.242 12.607 -1.0 0.5 0.6
N 11.294 15.588 11.257 0.3 -0.1 -0.6
N 11.991 10.603 15.383 0.6 -4.3 0.3
C 11.573 11.718 15.310 -0.4 5.3 1.3
O 7.821 14.414 14.039 -0.9 0.6 0.2
C 8.806 14.558 13.389 1.4 -1.3 -0.3
O 9.643 13.501 13.225 0.5 0.5 0.3
C 9.238 15.835 12.745 0.2 0.1 0.2
C 8.290 16.786 12.576 0.8 1.9 -0.1
C 8.738 18.154 12.420 0.7 -1.1 0.2
C 10.098 18.620 12.570 -1.2 -0.9 -0.3
C 11.026 17.667 12.615 1.2 -1.7 0.9
C 10.659 16.212 12.381 0.3 -0.6 0.7
N 12.435 17.951 13.126 -1.1 0.1 -0.4
O 12.966 18.921 12.680 0.3 0.7 -0.5
O 12.887 17.245 14.002 -0.4 -0.5 0.1
N 7.784 19.169 12.147 -1.6 -1.1 -2.6
O 6.962 18.791 11.256 1.3 1.4 2.2
O 7.948 20.244 12.650 -0.7 0.4 0.0
H 7.226 16.582 12.614 0.1 0.0 0.2
H 10.289 19.670 12.603 0.2 0.5 0.2
H 10.774 14.780 10.884 -0.2 0.1 0.4
```
Forces are in eV/Å.

Results
Spin multiplicity ... 5
Lowest unoccupied orbital energy (alpha / beta) ... -8.53 / -11.82 eV
Energy relative to the best compared isomer or geometry (same formula, charge and spin) ... 157.2 kcal/mol
Charge ... +3
Gap between HOMO and LUMO (alpha / beta) ... 5.84 / 3.64 eV

# 2
The following is a quantum chemistry calculation of a 3-piece molecular cluster, C13H15BrIO6P overall, from OMol25.

Geometry as XYZ:
```
37
Properties=species:S:1:pos:R:3:forces:R:3
Br 3.628 -2.101 -0.144 -0.7 0.4 -0.3
P 2.512 -0.564 -1.440 0.5 -0.1 -0.7
I 1.850 1.190 0.178 -0.1 -0.7 -0.2
C 1.000 -1.514 -2.093 -2.3 -0.2 0.0
C -0.414 -0.797 -1.741 -2.0 0.0 0.9
C -1.387 -1.627 -0.851 -1.3 4.7 -1.3
C -2.741 -0.927 -0.481 2.6 1.3 -2.1
C -3.081 0.505 -1.014 2.9 -1.1 -0.7
C -2.085 1.311 -1.900 1.6 -3.9 0.9
C -0.745 0.632 -2.283 -2.1 -2.2 2.2
H 0.994 -1.610 -3.248 0.7 0.5 1.8
H 1.026 -2.598 -1.705 -0.2 1.8 -0.4
H -1.137 -2.669 -0.444 -0.3 1.8 -0.8
H -3.441 -1.537 0.188 0.9 1.3 -1.2
H -4.063 1.028 -0.750 1.6 -1.1 -0.3
H -2.262 2.364 -2.298 -0.1 -1.8 0.8
H 0.061 1.117 -2.951 -1.6 -0.7 1.2
C 3.092 -4.365 2.919 -0.1 0.7 -0.6
C 4.198 -5.348 3.155 0.7 -0.1 -0.4
O 3.871 -5.899 4.423 -0.5 0.1 0.1
C 2.531 -5.732 4.600 -0.7 -0.5 0.9
O 1.900 -6.230 5.487 0.5 0.4 -0.8
O 2.003 -4.927 3.637 0.2 -0.4 0.4
H 2.847 -4.258 1.861 -0.2 0.0 0.2
H 3.315 -3.377 3.333 0.0 -0.1 0.0
H 4.209 -6.152 2.413 0.0 0.0 0.0
H 5.180 -4.874 3.178 -0.1 -0.1 0.2
C -2.384 6.833 -0.946 0.0 0.8 0.3
C -1.540 5.636 -0.630 0.7 -0.1 0.6
O -2.274 4.564 -1.205 -0.4 0.3 -0.4
C -3.054 5.095 -2.187 -0.6 -0.5 -0.8
O -3.673 4.446 -2.981 0.6 0.5 0.7
O -3.037 6.455 -2.150 0.0 -0.6 -0.1
H -1.790 7.736 -1.093 -0.2 -0.1 -0.2
H -3.141 7.026 -0.180 0.0 0.0 0.0
H -0.554 5.682 -1.102 -0.1 0.0 0.0
H -1.411 5.488 0.443 -0.1 -0.2 -0.1
```
Forces are in eV/Å.

Results
Spin multiplicity ... 1
Lowest unoccupied orbital energy ... -0.70 eV
Gap between HOMO and LUMO ... 7.96 eV

# 3
The following is a quantum chemistry calculation of a 2-piece molecular cluster, C3H10NS2 overall, from OMol25.

Geometry as XYZ:
```
16
Properties=species:S:1:pos:R:3:forces:R:3
C -1.162 1.428 0.540 -0.7 -0.6 1.1
C -1.424 -1.069 -0.196 -2.0 3.7 0.6
C 1.927 -0.254 -0.397 -1.3 1.6 0.0
N -0.822 0.353 -0.405 0.0 -1.6 1.0
S 2.298 -1.597 0.522 0.7 -0.5 -0.2
S 2.314 1.345 0.085 -1.4 -0.8 -1.9
H -0.466 1.330 1.441 -1.4 -0.1 -0.7
H -0.926 2.441 0.174 -0.2 -0.6 -0.4
H -2.303 1.377 0.776 2.1 0.3 0.2
H -2.532 -1.052 -0.392 0.8 0.2 0.4
H -1.050 -1.586 -1.000 1.2 -1.8 -1.4
H -1.287 -1.486 0.786 0.6 -0.1 0.2
H 1.158 -0.309 -1.204 1.2 0.0 0.2
H -1.132 0.594 -1.313 -0.3 0.5 -1.0
H 2.406 -2.481 -0.511 -0.5 0.2 0.3
H 3.000 0.967 1.093 1.3 -0.4 1.7
```
Forces are in eV/Å.

Results
Spin multiplicity ... 1
Lowest unoccupied orbital energy ... -5.99 eV
Energy relative to the best compared isomer or geometry (same formula, charge and spin) ... 70.1 kcal/mol
Charge ... +1
Gap between HOMO and LUMO ... 7.01 eV

# 4
The following is a quantum chemistry calculation of C2H2Cl4O as an isolated structure, from OMol25.

Geometry as XYZ:
```
9
Properties=species:S:1:pos:R:3:forces:R:3
C -0.596 0.039 -0.724 3.0 -0.6 2.3
C 0.934 -0.310 0.495 -2.5 0.6 -2.2
O -1.711 -0.086 -0.007 -0.7 0.0 0.2
Cl -0.268 1.632 -1.362 -0.1 0.1 -0.2
Cl 0.902 0.980 1.681 0.0 -0.1 0.1
Cl 0.648 -1.871 1.217 0.0 0.0 0.0
Cl 2.381 -0.269 -0.478 0.1 -0.1 0.0
H -0.495 -0.741 -1.469 0.0 0.0 0.0
H -1.796 0.627 0.647 0.2 -0.1 -0.2
```
Forces are in eV/Å.

Results
Spin multiplicity ... 1
Lowest unoccupied orbital energy ... 0.52 eV
Energy relative to the best compared isomer or geometry (same formula, charge and spin) ... 6.9 kcal/mol
Gap between HOMO and LUMO ... 10.25 eV